1.
ORCA calculation (ωB97M-V/def2-TZVPD) on C28H29KN2P as an isolated structure.

Last column: Löwdin charge in e.
Atoms and positions in Å:
1 K 1.119 0.316 2.486  0.80
2 C 0.515 -2.861 4.284  -0.08
3 C -0.688 -2.262 3.929  -0.08
4 C -0.877 -1.819 2.629  -0.17
5 C 0.122 -1.960 1.665  -0.52
6 C 1.329 -2.550 2.033  -0.12
7 C 1.518 -3.004 3.334  -0.07
8 P -0.269 -1.256 0.004  1.07
9 C -1.366 -2.662 -0.516  -0.39
10 C -1.159 -3.981 -0.108  -0.09
11 C -1.945 -5.008 -0.606  -0.07
12 C -2.948 -4.736 -1.526  -0.09
13 C -3.171 -3.430 -1.933  -0.09
14 C -2.387 -2.402 -1.426  -0.12
15 C 1.176 -1.666 -1.036  -0.33
16 C 1.223 -2.638 -2.005  -0.07
17 C 2.389 -2.801 -2.779  -0.08
18 C 3.477 -1.995 -2.583  -0.03
19 C 3.444 -0.960 -1.621  -0.18
20 C 4.537 -0.092 -1.388  -0.05
21 C 4.421 0.899 -0.457  -0.11
22 C 3.218 1.082 0.269  -0.21
23 C 2.108 0.265 0.118  -0.25
24 C 2.272 -0.777 -0.841  -0.26
25 H 0.658 -3.235 5.289  0.11
26 H -1.483 -2.165 4.657  0.11
27 H -1.827 -1.380 2.337  0.11
28 H 2.113 -2.674 1.294  0.12
29 H 2.445 -3.492 3.608  0.11
30 H -0.364 -4.213 0.588  0.11
31 H -1.770 -6.026 -0.281  0.11
32 H -3.553 -5.541 -1.923  0.10
33 H -3.956 -3.216 -2.647  0.10
34 H -2.559 -1.383 -1.755  0.09
35 H 0.379 -3.291 -2.183  0.10
36 H 2.419 -3.581 -3.529  0.10
37 H 4.375 -2.142 -3.172  0.11
38 H 5.455 -0.220 -1.950  0.11
39 H 5.260 1.564 -0.272  0.09
40 H 3.181 1.940 0.949  0.06
41 C -2.367 3.737 -1.305  -0.05
42 C -1.631 2.531 -0.664  -0.13
43 N -0.757 2.998 0.402  -0.16
44 C -1.531 3.665 1.438  -0.13
45 C -2.253 4.907 0.851  -0.06
46 N -1.899 4.976 -0.601  -0.09
47 C -0.417 5.140 -0.763  -0.05
48 C 0.258 3.892 -0.135  -0.13
49 H -3.447 3.670 -1.188  0.14
50 H -2.140 3.842 -2.365  0.14
51 H -1.022 2.004 -1.396  0.13
52 H -2.337 1.814 -0.250  0.12
53 H -0.859 3.958 2.243  0.13
54 H -2.254 2.956 1.840  0.13
55 H -1.931 5.832 1.326  0.14
56 H -3.336 4.832 0.936  0.14
57 H -2.364 5.782 -1.013  0.19
58 H -0.122 6.062 -0.265  0.13
59 H -0.199 5.235 -1.825  0.14
60 H 0.936 4.179 0.668  0.13
61 H 0.839 3.342 -0.874  0.13

Results
Charge ... +1
Energy above the lowest of the compared OMol25 structures with the same formula, charge and spin ... 0.289 eV
Orbital gap ... 0.2122 Eh

=====

2.
ORCA calculation (ωB97M-V/def2-TZVPD) on a 4-piece molecular cluster, C3H14O4 overall.

Last column: Löwdin charge in e.
Atoms and positions in Å:
1 C -1.474 0.935 0.724  -0.04
2 C -1.336 -0.372 1.491  -0.55
3 C -0.182 -1.155 0.914  -0.10
4 O -2.492 -1.063 1.385  -0.07
5 H -1.281 1.794 1.278  0.06
6 H -2.367 0.956 0.205  0.05
7 H -0.696 1.092 -0.071  0.08
8 H -1.023 -0.281 2.666  0.18
9 H 0.848 -0.760 1.170  0.11
10 H -0.208 -1.055 -0.149  0.03
11 H -0.196 -2.294 0.985  0.11
12 H -3.094 -0.690 0.567  0.18
13 O 1.511 2.555 -0.061  -0.06
14 H 1.612 2.214 -0.983  0.01
15 H 1.108 3.435 -0.091  0.05
16 O 1.163 0.745 -2.710  -0.08
17 H 1.407 1.497 -2.118  0.00
18 H 1.110 -0.144 -2.257  0.05
19 O 2.209 -2.211 -0.939  -0.04
20 H 1.325 -2.247 -0.527  0.00
21 H 2.054 -2.954 -1.479  0.01

Results
Charge ... 0
Energy above the lowest of the compared OMol25 structures with the same formula, charge and spin ... 2.738 eV
Orbital gap ... 0.3866 Eh
SMILES string ... CC(C)O.O.O.O

=====

3.
ORCA calculation (ωB97M-V/def2-TZVPD) on one molecule with the formula C22H31N3O2.

Last column: Löwdin charge in e.
Atoms and positions in Å:
1 C -4.588 -2.217 -2.128  -0.04
2 C -3.282 -1.516 -2.012  -0.29
3 C -2.011 -2.016 -2.027  0.00
4 C -1.115 -0.909 -1.907  -0.11
5 C 0.381 -0.931 -1.888  -0.38
6 O 1.041 -0.441 -2.792  0.05
7 N 0.978 -1.511 -0.797  -0.03
8 C 2.422 -1.517 -0.691  -0.10
9 C 2.971 -0.668 0.483  -0.11
10 N 2.036 0.297 1.024  0.01
11 C 1.828 1.504 0.407  -0.37
12 O 0.818 2.170 0.578  0.07
13 C 2.921 2.032 -0.473  -0.15
14 C 3.287 1.762 -1.723  -0.02
15 C 4.361 2.827 -1.754  -0.15
16 C 3.925 3.155 -0.289  -0.10
17 C 1.084 -0.232 2.016  -0.24
18 C 0.745 0.746 3.136  -0.14
19 C -0.150 0.085 4.177  -0.20
20 C -1.409 -0.474 3.531  -0.20
21 C -1.049 -1.469 2.438  -0.16
22 C -0.144 -0.865 1.371  -0.25
23 C 0.224 -1.949 0.368  -0.11
24 C -1.871 0.228 -1.828  -0.23
25 C -1.454 1.647 -1.705  -0.01
26 N -3.189 -0.150 -1.880  -0.06
27 C -4.303 0.770 -1.824  -0.01
28 H -4.412 -3.277 -2.300  0.08
29 H -5.189 -2.124 -1.218  0.08
30 H -5.186 -1.840 -2.961  0.08
31 H -1.743 -3.055 -2.140  0.12
32 H 2.765 -2.551 -0.554  0.12
33 H 2.820 -1.162 -1.635  0.11
34 H 3.276 -1.316 1.305  0.12
35 H 3.869 -0.149 0.147  0.12
36 H 2.922 1.067 -2.466  0.10
37 H 5.383 2.454 -1.851  0.10
38 H 4.218 3.637 -2.470  0.10
39 H 3.485 4.144 -0.153  0.11
40 H 4.683 3.007 0.484  0.11
41 H 1.633 -1.052 2.506  0.15
42 H 1.677 1.087 3.596  0.12
43 H 0.248 1.625 2.738  0.11
44 H 0.386 -0.725 4.687  0.11
45 H -0.409 0.819 4.942  0.11
46 H -2.044 -0.953 4.281  0.11
47 H -1.992 0.347 3.099  0.12
48 H -0.538 -2.328 2.897  0.13
49 H -1.948 -1.867 1.958  0.12
50 H -0.691 -0.077 0.838  0.15
51 H -0.696 -2.427 0.034  0.11
52 H 0.812 -2.734 0.859  0.14
53 H -0.381 1.730 -1.857  0.07
54 H -1.948 2.275 -2.451  0.09
55 H -1.670 2.061 -0.715  0.08
56 H -4.097 1.559 -1.103  0.09
57 H -4.496 1.228 -2.797  0.10
58 H -5.196 0.238 -1.508  0.08

Results
Charge ... 0
Energy above the lowest of the compared OMol25 structures with the same formula, charge and spin ... 1.844 eV
Orbital gap ... 0.3143 Eh
SMILES string ... Cc1cc(C(=O)N2CCN(C(=O)C3=CCC3)[C@H]3CCCC[C@@H]3C2)c(C)n1C

=====

4.
ORCA calculation (ωB97M-V/def2-TZVPD) on a 4-piece molecular cluster, H8O4 overall.

Last column: Löwdin charge in e.
Atoms and positions in Å:
1 O -1.559 1.671 0.301  -0.01
2 H -1.921 2.543 0.183  0.04
3 H -0.725 1.613 -0.056  -0.04
4 O -0.732 -1.014 1.047  0.00
5 H -0.978 -0.190 1.397  0.00
6 H -0.753 -1.756 1.599  0.02
7 O 1.446 1.174 -0.160  -0.09
8 H 1.170 0.279 -0.558  0.03
9 H 2.291 0.899 0.203  0.03
10 O 0.776 -1.490 -1.186  -0.04
11 H 0.913 -1.976 -2.065  0.11
12 H 0.074 -1.754 -0.706  -0.06

Results
Charge ... 0
Energy above the lowest of the compared OMol25 structures with the same formula, charge and spin ... 1.102 eV
Orbital gap ... 0.4295 Eh
SMILES string ... O.O.O.O

=====

Q: energy above the lowest of the compared OMol25 structures with the same formula, charge and spin of number 4 (H8O4)?
A: 1.102 eV

=====

Q: Number 1 is which compound?
A: C28H29KN2P

=====

Q: The lowest orbital gap belongs to which entry?
A: C28H29KN2P